Here is a 6-piece molecular cluster, C29H63BNO16 overall at a distorted geometry from the OMol25 dataset. Energies are from ωB97M-V with the def2-TZVPD basis set.

Geometry as XYZ:
```
110
Properties=species:S:1:pos:R:3:forces:R:3:lowdin_charge:R:1
C 4.5824 0.4035 2.4946 -0.561 0.382 0.343 -0.16
N 4.8644 1.7218 3.0336 0.206 -0.188 -0.200 -0.15
C 5.7528 2.5780 2.2049 -0.486 0.751 0.117 -0.23
B 4.8865 3.7204 1.3974 0.008 -0.423 0.731 -0.56
O 4.1188 4.4977 2.4427 -0.074 -0.246 -0.608 -0.17
C 2.9575 5.1210 1.9950 0.474 0.063 0.474 -0.24
C 1.7469 4.8666 2.9401 0.074 0.221 -0.222 -0.33
C 2.1843 4.1991 4.2333 -0.450 -0.184 -0.147 -0.08
C 0.5469 4.1583 2.2866 0.473 -0.067 0.307 -0.15
C 0.6617 2.6478 2.0461 -0.737 -0.253 -0.679 -0.38
C -0.6985 1.9586 2.3049 0.703 -0.139 -0.133 -0.08
C 1.1008 2.2946 0.6041 0.021 -0.161 0.533 -0.06
H 5.1725 0.1797 1.6073 0.243 -0.070 -0.060 0.06
H 4.7353 -0.3685 3.2484 0.170 -0.230 0.030 0.06
H 3.5298 0.3237 2.2019 -0.088 -0.058 -0.185 0.05
H 5.1713 1.6727 3.9908 0.180 -0.120 -0.068 0.08
H 6.3637 1.9646 1.5311 0.089 -0.144 -0.057 0.06
H 6.4484 3.0844 2.8815 0.108 0.019 0.109 0.07
H 4.0909 3.1069 0.6816 -0.157 0.046 -0.342 0.05
H 5.6083 4.4611 0.7268 0.129 0.063 -0.205 0.05
H 3.1436 6.2068 1.9554 -0.154 0.134 -0.068 0.11
H 2.7166 4.8183 0.9729 -0.167 -0.139 -0.109 0.07
H 1.3756 5.8526 3.2299 -0.166 0.154 -0.061 0.12
H 2.8726 4.8440 4.7625 0.254 0.004 0.189 0.08
H 2.6608 3.2455 4.0408 0.312 -0.060 0.004 0.06
H 1.3032 4.0188 4.8531 -0.101 0.053 0.201 0.07
H -0.3061 4.3245 2.9468 -0.137 0.085 0.052 0.10
H 0.3225 4.6495 1.3393 -0.124 0.115 -0.102 0.11
H 1.3710 2.1716 2.7130 0.231 0.271 0.304 0.11
H -0.4852 0.9187 2.5430 -0.245 -0.219 0.194 0.07
H -1.3059 1.9308 1.4050 -0.285 0.281 -0.087 0.06
H -1.2432 2.4315 3.1147 -0.163 -0.094 0.191 0.06
H 0.4692 1.5015 0.2061 -0.122 -0.120 -0.119 0.05
H 2.1157 1.9207 0.5987 0.360 0.185 -0.194 0.05
H 1.0132 3.1614 -0.0411 0.082 0.102 -0.238 0.05
C -7.1651 -0.5804 2.3309 0.132 -0.174 0.012 -0.07
C -6.4174 0.4686 1.5347 -0.355 0.078 0.053 -0.22
O -5.0041 0.2374 1.5572 0.066 -0.002 -0.062 0.04
C -4.5619 -0.6968 0.7135 0.036 0.028 0.037 -0.61
O -5.2369 -1.3292 -0.0614 0.028 0.016 0.065 0.11
O -3.2460 -0.8078 0.8745 -0.070 0.013 -0.028 0.01
C -2.6360 -1.8159 0.0670 0.231 -0.172 -0.111 -0.03
H -6.7662 -0.6432 3.3441 -0.045 0.081 0.021 0.08
H -8.2255 -0.3326 2.3844 0.001 0.032 -0.001 0.08
H -7.0635 -1.5633 1.8719 -0.028 0.028 -0.064 0.07
H -6.5559 1.4516 1.9812 0.166 0.010 0.027 0.12
H -6.7713 0.5167 0.5054 0.080 -0.102 -0.037 0.12
H -2.8965 -1.6915 -0.9817 -0.113 -0.005 0.021 0.10
H -2.9341 -2.8051 0.4146 -0.067 0.002 -0.054 0.09
H -1.5611 -1.7089 0.1797 -0.032 0.137 0.144 0.10
C -1.7467 6.0112 -4.5695 0.144 -0.144 -0.029 -0.07
C -1.4044 6.7992 -3.3216 -0.234 0.136 -0.198 -0.22
O -0.6262 6.0206 -2.4089 0.016 0.030 0.049 0.03
C 0.6790 5.9357 -2.7031 0.111 -0.092 0.061 -0.61
O 1.2244 6.4777 -3.6315 -0.075 0.001 0.046 0.12
O 1.2520 5.1512 -1.7996 -0.070 0.082 -0.088 -0.01
C 2.6481 4.8962 -2.0179 0.406 -0.257 0.149 -0.02
H -2.2293 5.0697 -4.3025 -0.079 0.047 0.020 0.08
H -2.4201 6.5834 -5.2089 -0.016 0.013 0.020 0.07
H -0.8481 5.7739 -5.1383 0.019 0.066 0.004 0.08
H -2.3117 7.0620 -2.7792 0.050 -0.088 0.125 0.12
H -0.8812 7.7237 -3.5649 0.112 -0.063 -0.014 0.12
H 3.2090 5.8193 -2.1359 -0.112 0.073 -0.065 0.10
H 2.7750 4.2659 -2.8978 -0.026 0.123 -0.093 0.09
H 3.0216 4.3667 -1.1429 -0.146 0.015 0.053 0.07
C -2.4968 -7.4915 5.4699 -0.049 -0.098 -0.212 -0.06
C -2.6560 -6.0110 5.1945 0.011 -0.102 0.379 -0.20
O -2.4922 -5.7153 3.7996 -0.120 0.088 0.036 0.01
C -3.5531 -5.9615 3.0269 0.101 0.007 0.003 -0.61
O -4.6178 -6.3885 3.3917 0.070 0.033 -0.026 0.13
O -3.2153 -5.6543 1.7739 -0.082 0.020 -0.004 -0.01
C -4.2308 -5.9309 0.8046 -0.117 0.005 -0.223 -0.03
H -1.5462 -7.8529 5.0748 0.047 0.040 0.082 0.08
H -2.5262 -7.6824 6.5425 0.016 0.028 0.014 0.08
H -3.2932 -8.0642 4.9956 -0.048 0.042 0.039 0.08
H -1.8768 -5.4457 5.7022 0.051 0.065 -0.153 0.12
H -3.6188 -5.6396 5.5428 -0.064 -0.034 -0.119 0.12
H -5.1767 -5.4750 1.0873 -0.005 -0.047 0.092 0.10
H -4.3514 -7.0066 0.6865 -0.060 -0.002 0.067 0.10
H -3.8979 -5.5016 -0.1358 0.161 0.032 0.075 0.09
C 1.7583 0.4792 -8.2759 0.121 0.006 0.171 -0.07
C 0.3372 0.7797 -7.8480 0.056 0.003 -0.344 -0.22
O 0.1377 0.5088 -6.4560 -0.042 0.008 0.041 0.03
C 0.5799 1.4596 -5.6229 -0.069 0.034 0.101 -0.61
O 1.0863 2.5020 -5.9507 -0.006 -0.080 -0.011 0.12
O 0.3455 1.0575 -4.3775 -0.005 0.011 -0.095 0.01
C 0.8098 1.9588 -3.3618 0.034 0.088 0.292 -0.02
H 2.0281 -0.5425 -8.0053 -0.051 -0.031 -0.071 0.08
H 1.8637 0.5978 -9.3547 -0.028 -0.006 -0.010 0.08
H 2.4620 1.1500 -7.7848 -0.039 0.059 -0.026 0.08
H -0.3612 0.1291 -8.3724 -0.046 -0.065 0.143 0.12
H 0.0640 1.8109 -8.0700 0.059 0.044 0.112 0.12
H 0.4335 2.9658 -3.5270 0.038 0.004 -0.102 0.09
H 1.8977 1.9621 -3.3316 0.002 0.061 -0.066 0.10
H 0.4302 1.5893 -2.4140 -0.037 -0.111 -0.068 0.09
C 2.9737 -7.6344 -2.1849 0.021 -0.037 0.222 -0.07
C 1.5573 -7.1381 -2.3832 0.224 0.029 -0.306 -0.22
O 0.7176 -7.4809 -1.2719 -0.067 0.016 0.062 0.03
C 0.8376 -6.6850 -0.2039 -0.085 0.044 -0.020 -0.61
O 1.5517 -5.7205 -0.1180 -0.007 -0.085 0.010 0.13
O 0.0146 -7.1363 0.7426 0.026 -0.006 -0.036 0.01
C 0.0613 -6.3973 1.9701 0.122 0.008 0.122 -0.03
H 2.9751 -8.7049 -1.9741 -0.016 -0.016 -0.094 0.08
H 3.5691 -7.4505 -3.0792 -0.021 0.003 -0.022 0.08
H 3.4489 -7.1289 -1.3452 -0.012 0.071 -0.038 0.08
H 1.1044 -7.6215 -3.2474 -0.117 -0.067 0.102 0.12
H 1.5320 -6.0621 -2.5512 0.001 0.025 0.135 0.12
H -0.0858 -5.3352 1.7945 0.050 0.012 -0.045 0.10
H 1.0136 -6.5676 2.4725 0.050 0.093 -0.088 0.10
H -0.7425 -6.7682 2.5891 -0.097 -0.122 -0.079 0.07
```
Forces are in eV/Å.

highest occupied orbital energy = -3.7863 eV
E_LUMO = 1.9 eV
orbital gap = 0.2083 Ha
charge = -1

Here is C29H63CrO28S3 as an isolated structure at a distorted geometry from the OMol25 dataset. Energies are from ωB97M-V with the def2-TZVPD basis set.

Geometry as XYZ:
```
124
Properties=species:S:1:pos:R:3:forces:R:3:lowdin_charge:R:1
Cr -1.9949 -0.7693 -1.2441 0.745 -0.373 0.492 1.00
O 1.4747 -0.8039 0.4998 1.539 0.164 1.589 0.18
C 0.3135 -0.7203 -0.0389 -2.488 -1.462 -1.016 -0.86
O -0.7585 -1.0195 0.5127 -1.579 -0.286 2.640 -0.04
O 0.2353 -0.5253 -1.2469 1.144 1.323 -3.637 -0.04
H 1.9900 -0.5891 -0.2812 1.479 0.260 -0.054 0.10
C 4.2976 0.0906 3.9887 -0.534 1.315 0.883 -0.17
C 4.2645 0.4410 2.5004 0.494 -0.052 0.670 -0.17
C 5.0312 -0.7061 1.8917 -0.346 -0.809 -1.073 -0.22
O 5.5633 -1.5633 2.8943 0.041 0.344 0.696 -0.10
C 4.8328 -1.3126 4.0983 -0.638 0.040 -0.050 -0.18
H 3.2957 0.1207 4.4169 -0.072 -0.002 -0.064 0.08
H 4.8121 0.8654 4.5571 0.501 -0.273 -0.010 0.11
H 4.8349 1.3364 2.2533 -0.552 0.332 0.323 0.11
H 3.2189 0.4915 2.1963 0.229 0.120 -0.521 0.09
H 5.8358 -0.3601 1.2428 0.216 -0.100 0.139 0.11
H 4.3331 -1.2489 1.2545 0.041 -0.508 -0.170 0.10
H 5.3497 -1.4990 5.0397 0.793 0.010 -0.459 0.13
H 3.9535 -1.9513 4.1820 -0.086 -0.576 -0.408 0.10
O 1.4909 1.9668 4.5224 1.994 1.771 -2.375 -0.31
S 2.2071 2.9782 3.7003 -2.201 1.269 0.939 0.69
O 3.6077 3.2902 3.8298 -0.853 -0.895 -0.222 -0.27
O 1.7755 2.7791 2.1285 0.349 -1.092 1.245 -0.30
C 2.5909 3.3539 1.1120 0.644 0.275 -1.363 -0.27
C 1.8693 3.2010 -0.2169 -0.712 -0.662 0.632 -0.05
C 1.2031 4.5266 3.8904 0.065 -0.479 0.466 -0.09
H 3.5295 2.8122 0.9955 0.112 0.093 0.536 0.11
H 2.7902 4.4139 1.2695 0.019 0.023 0.521 0.13
H 2.3659 3.7372 -1.0256 0.052 -0.050 0.140 0.09
H 0.8324 3.5184 -0.1060 -0.049 0.367 -0.163 0.07
H 1.8144 2.1358 -0.4415 0.143 -0.001 -0.321 0.07
H 1.6733 5.4457 4.2400 0.717 -0.452 -0.027 0.07
H 0.4857 4.2431 4.6605 -0.289 0.090 -0.332 0.06
H 0.7572 4.7369 2.9182 -0.179 -0.195 0.259 0.06
O 0.3783 -2.6854 6.1458 -2.104 0.614 -4.614 -0.31
S -0.2290 -2.5336 4.7644 0.322 0.299 2.343 0.77
O -0.5379 -3.7110 3.9467 0.593 1.647 1.129 -0.31
O -1.6661 -1.6748 4.9511 3.201 -0.775 1.952 -0.25
C -2.5777 -1.7066 3.9239 -1.587 -0.198 -1.321 -0.32
C -3.7701 -0.8554 4.3675 0.403 0.089 0.083 -0.03
C 0.7521 -1.2970 3.7759 -0.184 -0.617 1.068 -0.08
H -2.9143 -2.7339 3.7842 0.094 -0.052 -0.235 0.09
H -2.1043 -1.3756 2.9995 -0.123 0.217 -0.345 0.11
H -4.5312 -0.6819 3.6068 0.099 -0.492 -0.082 0.06
H -3.4488 0.1448 4.6580 0.127 -0.070 0.169 0.09
H -4.2078 -1.3594 5.2291 -0.163 0.205 0.037 0.09
H 1.0070 -0.4378 4.3963 -0.265 -0.197 0.346 0.05
H 0.2141 -0.9224 2.9051 -0.091 -0.604 -0.069 0.04
H 1.6830 -1.8184 3.5530 -0.159 -0.046 -0.359 0.06
O -1.7959 1.3946 -1.6732 -0.560 1.276 0.011 -0.34
S -1.8911 2.7947 -2.0456 1.852 2.524 0.764 0.72
O -2.1177 3.8833 -1.0591 -0.055 -2.951 -2.138 -0.28
O -0.3857 3.0978 -2.6815 -2.251 -1.177 0.843 -0.28
C -0.0936 4.4182 -3.1527 0.638 0.233 -1.283 -0.26
C 0.3641 4.2628 -4.6122 -0.367 0.352 0.027 -0.05
C -2.9961 3.0039 -3.4901 0.808 0.113 1.518 -0.06
H 0.7097 4.8283 -2.5406 -0.157 -0.078 0.136 0.11
H -0.9518 5.0888 -3.1094 -0.042 -0.092 0.270 0.11
H -0.4723 4.0113 -5.2644 -0.160 -0.225 0.109 0.07
H 1.1246 3.4932 -4.7444 0.052 0.109 0.217 0.08
H 0.7251 5.2102 -5.0123 0.240 0.038 0.200 0.08
H -2.9025 4.0714 -3.6896 -0.098 -0.155 -0.383 0.07
H -3.9966 2.7928 -3.1126 0.032 -0.140 -0.220 0.08
H -2.6339 2.3416 -4.2764 -0.184 0.145 0.075 0.07
C 6.1229 2.5676 -3.0971 1.484 -0.154 -0.258 -0.06
O 5.0988 2.1846 -2.2254 -2.190 -2.164 1.780 -0.02
C 4.8303 0.8847 -1.8599 -0.677 -1.566 0.210 -0.49
O 3.9586 0.4955 -1.0723 1.560 1.970 -1.442 0.09
O 5.6029 -0.0155 -2.5083 0.576 1.297 -0.812 -0.03
C 5.5412 -1.4147 -2.2167 -0.638 -0.241 0.560 -0.02
H 5.9022 2.3963 -4.1507 -0.297 0.027 0.088 0.10
H 7.0393 2.0282 -2.8576 0.044 0.012 -0.068 0.10
H 6.2936 3.6235 -2.8870 -0.120 -0.077 -0.220 0.10
H 6.0279 -2.0292 -2.9740 0.421 0.793 -0.210 0.10
H 4.5088 -1.7639 -2.2348 -0.096 0.202 0.458 0.09
H 6.0240 -1.5813 -1.2538 -0.262 -0.167 0.007 0.10
C -5.1253 -3.9952 2.8273 -0.425 -1.852 0.268 -0.04
O -4.8595 -3.2962 1.6421 0.670 1.740 -2.207 0.00
C -3.6922 -3.2321 0.9584 1.246 -0.682 1.654 -0.48
O -3.4782 -2.4608 0.0344 -0.728 -1.315 1.102 0.07
O -2.7974 -4.1094 1.5345 -0.165 1.074 -1.122 -0.02
C -1.4456 -4.2692 0.9867 -0.455 0.199 -1.029 0.01
H -4.7094 -5.0019 2.7875 0.626 0.220 0.282 0.10
H -6.1897 -4.2284 2.8002 -0.145 0.614 0.117 0.10
H -4.8656 -3.4568 3.7388 0.119 0.021 -0.276 0.09
H -0.6647 -3.9779 1.6892 -0.549 -0.264 0.315 0.08
H -1.2926 -3.6735 0.0869 -0.391 0.410 0.189 0.06
H -1.3660 -5.2946 0.6258 0.038 -0.157 0.584 0.10
C -1.6307 2.0406 2.0890 0.475 -1.532 0.168 0.00
O -2.9845 1.6961 2.3624 -2.072 -0.634 -0.663 0.00
C -3.7043 0.8658 1.5673 -0.488 1.880 -0.188 -0.50
O -3.3131 0.2809 0.5738 -0.334 0.276 0.712 0.06
O -5.0047 0.9784 1.9861 1.778 0.536 -0.268 -0.01
C -6.0447 0.2375 1.3823 -0.440 -1.568 0.378 -0.04
H -1.4127 2.1791 1.0300 -0.260 0.285 0.072 0.08
H -1.0954 1.1536 2.4275 0.709 0.297 -0.054 0.09
H -1.3913 2.8929 2.7249 -0.123 -0.063 -0.303 0.10
H -5.6823 -0.4287 0.5993 0.009 0.229 -0.099 0.09
H -6.9296 0.8005 1.0854 0.667 0.779 -0.329 0.10
H -6.4556 -0.3828 2.1789 0.150 -0.346 0.039 0.09
C -3.8443 -4.0710 -3.1999 -1.633 1.473 -0.791 -0.03
O -2.5616 -4.5914 -3.0394 0.282 -1.280 0.520 0.07
C -1.6305 -3.8037 -2.5630 -1.388 1.789 -0.448 -0.60
O -1.8516 -2.6613 -2.1721 0.109 -0.062 0.315 0.01
O -0.4918 -4.3472 -2.7046 1.629 -1.275 0.044 0.08
C 0.7223 -3.6422 -2.4223 0.390 0.211 -0.111 0.03
H -4.5442 -4.7905 -3.6248 0.628 -0.415 0.103 0.11
H -3.7634 -3.2540 -3.9170 -0.155 0.107 -0.139 0.09
H -4.3365 -3.6341 -2.3310 0.557 -0.261 0.479 0.10
H 0.6977 -3.1475 -1.4513 -0.067 -0.120 -0.073 0.10
H 0.9118 -2.9094 -3.2066 -0.237 0.099 0.085 0.09
H 1.5101 -4.3926 -2.4889 -0.199 0.035 0.252 0.11
C 1.2322 0.2140 -4.2190 -0.692 0.406 1.583 -0.01
O 0.2202 0.0698 -5.2011 -0.823 0.124 -1.354 0.02
C -1.0449 -0.1941 -4.8938 -0.107 -1.085 0.591 -0.54
O -1.4878 -0.4641 -3.7791 0.215 0.714 -1.166 0.07
O -1.7527 -0.2472 -6.0405 0.517 0.154 0.505 0.01
C -3.1609 -0.5086 -5.9874 -0.274 0.523 -0.160 -0.02
H 0.8579 0.9170 -3.4748 0.123 -0.085 0.253 0.08
H 2.1330 0.6601 -4.6405 -0.235 -0.479 -0.459 0.10
H 1.3815 -0.7365 -3.7068 0.319 0.107 -0.125 0.08
H -3.5182 -0.5043 -7.0171 0.366 -0.256 -0.004 0.10
H -3.6770 0.3354 -5.5299 0.026 -0.136 0.416 0.09
H -3.4266 -1.4508 -5.5079 0.278 0.114 0.098 0.08
```
Forces are in eV/Å.

highest occupied orbital energy (spin up / spin down) = -10.8516 / -10.8516 eV
E_LUMO (spin up / spin down) = -2.5 / -2.3 eV
⟨S²⟩ = 6.005
2S+1 = 5
orbital gap (spin up / spin down) = 0.3062 / 0.3148 Ha
charge = +1

Question: Which of these has the lowest charge?
Answer: C29H63BNO16